Entry from OMol25: the molecule C3H8N2O (wB97M-V/def2-TZVPD).

The geometry in ORCA input format:
```
! RIJCOSX wB97M-V def2-TZVPD def2/J DEFGRID3
* xyz 0 1
C 1.06256 -1.06518 0.46802
N 0.36308 -0.08866 -0.38920
C -1.09554 -0.06507 -0.28779
N 0.96922 1.20225 -0.46401
C -1.85288 0.78507 0.40393
O -1.45060 -0.90937 -1.25912
H -0.32212 -0.95059 -1.50438
H 1.93737 1.10067 -0.76070
H 0.99156 1.62291 0.46460
H 0.68995 -2.06630 0.24258
H 0.90139 -0.84377 1.52645
H 2.13510 -1.05217 0.25856
H -1.40575 1.52963 1.04894
H -2.92333 0.80058 0.25214
*
```

Calculated values
- SMILES string = C=C(O)N(C)N
- relative energy (zero: lowest compared OMol25 entry of this formula, charge and spin) (kcal per mole) = 87.3
- largest force on an atom (eV Å⁻¹) = 3.386
- Kohn-Sham gap (eV) = 9.4
- HOMO energy (eV) = -8.5979

Atomic partial charges in e from the natural (NBO) method, atoms 1 to 2:
1. C -0.422
2. N -0.359